Density functional theory data (ωB97M-V/def2-TZVPD) for a structure of composition C30H26N5O7S4Sc.

The geometry in ORCA input format:
```
! RIJCOSX wB97M-V def2-TZVPD def2/J DEFGRID3
* xyz -1 2
Sc -0.921 0.461 0.228
O -4.548 1.267 -1.781
C -3.514 1.332 -1.117
N -2.382 0.657 -1.292
C -2.338 -0.277 -2.382
C -0.908 -0.367 -2.834
C -0.572 -0.861 -4.085
C 0.753 -0.853 -4.484
C 1.705 -0.344 -3.619
C 1.300 0.105 -2.375
N 0.019 0.091 -1.978
C -3.416 2.300 0.034
C -4.559 2.907 0.521
C -4.416 3.816 1.554
C -3.147 4.066 2.058
C -2.068 3.373 1.537
N -2.192 2.505 0.527
H -2.982 0.044 -3.204
H -2.691 -1.273 -2.083
H -1.357 -1.228 -4.735
H 1.038 -1.235 -5.457
H 2.758 -0.326 -3.869
H 2.013 0.467 -1.638
H -5.506 2.654 0.067
H -5.280 4.320 1.971
H -2.985 4.767 2.865
H -1.077 3.506 1.943
O -0.958 0.978 2.565
S 0.030 -0.062 2.876
O 0.994 0.288 3.881
O 0.576 -0.472 1.568
C -0.769 -1.569 3.437
C -0.482 -1.952 4.736
C -0.937 -3.164 5.243
C -1.673 -4.009 4.436
C -1.974 -3.628 3.133
C -1.535 -2.419 2.623
S -2.168 -1.986 0.994
O -3.157 -2.967 0.667
O -2.640 -0.605 1.208
O -1.062 -1.858 0.023
H 0.131 -1.300 5.342
H -0.699 -3.441 6.262
H -2.026 -4.962 4.809
H -2.580 -4.262 2.499
S 1.233 2.493 0.248
C 1.299 3.698 1.527
N 1.344 3.249 2.847
C 1.393 4.149 3.887
C 1.315 5.481 3.657
C 1.228 5.979 2.326
C 1.251 5.045 1.280
H 1.527 2.276 3.029
H 1.488 3.719 4.874
H 1.338 6.153 4.505
H 1.182 7.039 2.124
H 1.209 5.366 0.247
S 3.899 1.684 1.262
C 2.632 1.387 0.266
N 2.185 -2.053 -0.383
C 3.149 -2.135 -1.361
C 4.243 -1.258 -1.359
C 5.192 -1.331 -2.363
C 5.090 -2.268 -3.388
C 4.014 -3.146 -3.383
C 3.055 -3.086 -2.384
H 1.273 -2.428 -0.584
H 2.178 -1.214 0.183
H 4.319 -0.507 -0.579
H 6.024 -0.636 -2.347
H 5.838 -2.315 -4.170
H 3.915 -3.887 -4.168
H 2.211 -3.768 -2.397
*
```

Results
E_HOMO (spin up / spin down): -0.108 / -0.140 Eh
LUMO (spin up / spin down): 2.35 / 2.35 eV
Kohn-Sham gap (spin up / spin down): 5.303 / 6.152 eV
ΔE to the lowest compared entry with this formula, charge and spin: 2.057 eV

=====

Density functional theory data (ωB97M-V/def2-TZVPD) for a structure of composition C19H28F9N2O4P3Ti.

The geometry in ORCA input format:
```
! RIJCOSX wB97M-V def2-TZVPD def2/J DEFGRID3
* xyz -1 2
Ti -0.151 0.165 0.572
C 2.568 -0.176 -2.744
C 1.376 0.421 -2.058
O 0.985 -0.230 -1.008
C 0.755 1.549 -2.512
C -0.159 2.302 -1.702
C -0.660 3.603 -2.261
N -0.452 1.946 -0.491
N -1.103 2.944 0.264
C -1.148 2.564 1.494
O -0.662 1.433 1.941
C -1.902 3.400 2.468
C -2.708 4.455 2.054
C -3.407 5.198 2.990
C -3.306 4.895 4.343
C -2.502 3.843 4.758
C -1.802 3.095 3.821
H 3.427 -0.054 -2.081
H 2.776 0.307 -3.698
H 2.420 -1.246 -2.903
H 1.071 1.990 -3.446
H -0.414 3.677 -3.318
H -0.224 4.444 -1.722
H -1.739 3.667 -2.121
H -2.780 4.673 0.997
H -4.039 6.015 2.664
H -3.858 5.477 5.072
H -2.419 3.602 5.810
H -1.173 2.268 4.119
C -2.690 -3.270 -2.490
P -1.013 -2.544 -2.296
C -0.300 -3.074 -3.919
C -0.295 -3.896 -1.249
C 1.191 -3.744 -0.941
P 1.735 -2.605 0.388
C 1.533 -3.559 1.921
C 3.563 -2.688 0.148
H -2.662 -4.309 -2.832
H -3.260 -2.673 -3.203
H -3.209 -3.217 -1.532
H -0.322 -4.159 -4.057
H 0.727 -2.721 -4.023
H -0.879 -2.609 -4.718
H -0.431 -4.836 -1.801
H -0.877 -3.968 -0.329
H 1.746 -3.471 -1.843
H 1.605 -4.706 -0.612
H 0.505 -3.486 2.269
H 2.185 -3.138 2.686
H 1.808 -4.603 1.754
H 3.949 -3.601 0.607
H 4.028 -1.820 0.608
H 3.795 -2.687 -0.917
F -2.612 0.311 -1.271
C -2.298 -0.031 0.022
F -3.132 0.734 0.786
F -2.801 -1.299 0.152
O -0.190 -1.781 0.631
O -0.555 -1.155 1.859
F 1.941 1.815 0.716
P 2.938 1.228 1.863
F 3.740 0.414 0.703
F 3.933 2.467 1.695
F 1.868 -0.058 1.955
F 3.858 0.527 2.975
F 2.106 1.988 2.993
*
```

Results
E_HOMO (spin up / spin down): -0.183 / -0.184 Eh
LUMO (spin up / spin down): 2.55 / 1.75 eV
Kohn-Sham gap (spin up / spin down): 7.540 / 6.771 eV
ΔE to the lowest compared entry with this formula, charge and spin: 0.304 eV

=====

Density functional theory data (ωB97M-V/def2-TZVPD) for a structure of composition C2H3I3Si.

The geometry in ORCA input format:
```
! RIJCOSX wB97M-V def2-TZVPD def2/J DEFGRID3
* xyz 0 1
C 0.021 0.112 -1.384
C -0.324 -0.251 -0.323
Si 3.699 0.251 0.529
I 4.017 2.063 -0.981
I 4.846 0.637 2.568
I 4.831 -1.872 -0.173
H 0.612 0.469 -2.207
H 2.201 0.219 0.643
H -0.811 -0.631 0.462
*
```

Results
E_HOMO: -0.349 Eh
LUMO: -0.30 eV
Kohn-Sham gap: 9.191 eV
ΔE to the lowest compared entry with this formula, charge and spin: 2.026 eV

=====

Density functional theory data (ωB97M-V/def2-TZVPD) for a cluster of 2 separate species, C28H30F2N2O in total.

The geometry in ORCA input format:
```
! RIJCOSX wB97M-V def2-TZVPD def2/J DEFGRID3
* xyz 0 1
C 1.392 -0.379 -2.853
C 0.049 -0.568 -3.040
N -1.124 -0.639 -3.100
N 2.322 -1.131 -3.545
C 3.635 -0.687 -3.626
C 4.622 -1.528 -4.074
C 4.301 -2.792 -4.581
C 2.958 -3.150 -4.650
C 1.975 -2.321 -4.150
H 1.755 0.465 -2.270
H 3.804 0.338 -3.283
H 5.652 -1.177 -4.034
H 5.074 -3.458 -4.943
H 2.630 -4.083 -5.099
H 0.915 -2.579 -4.174
C -4.767 -0.187 3.085
C -4.139 -0.820 1.836
C -4.211 -2.337 2.029
C -5.060 -0.478 0.655
C -2.673 -0.311 1.572
C -1.587 -1.148 1.447
C -0.271 -0.692 1.075
C 0.787 -1.571 0.689
C 2.180 -1.314 0.821
C 2.704 -0.301 1.688
C 4.029 0.084 1.562
F 4.482 1.101 2.373
C 4.925 -0.506 0.668
C 4.455 -1.631 -0.005
F 5.362 -2.309 -0.804
C 3.157 -2.102 0.103
C -0.076 0.722 1.032
C -1.091 1.640 1.146
C -0.829 3.160 0.932
C -1.589 3.650 -0.305
C 0.654 3.473 0.699
C -1.272 3.990 2.141
C -2.464 1.143 1.375
O -3.427 1.944 1.418
H -4.827 0.897 2.969
H -5.787 -0.581 3.212
H -4.193 -0.447 3.982
H -3.851 -2.871 1.142
H -3.651 -2.657 2.915
H -5.261 -2.619 2.182
H -4.677 -0.936 -0.265
H -6.067 -0.879 0.847
H -5.127 0.607 0.541
H -1.730 -2.217 1.616
H 0.491 -2.542 0.275
H 2.048 0.180 2.412
H 5.952 -0.170 0.595
H 2.859 -3.010 -0.427
H 0.926 1.075 0.802
H -2.665 3.525 -0.146
H -1.366 4.712 -0.480
H -1.268 3.075 -1.185
H 1.271 3.169 1.553
H 1.023 3.005 -0.221
H 0.769 4.559 0.582
H -0.718 3.682 3.038
H -1.043 5.048 1.949
H -2.349 3.885 2.300
*
```

Results
E_HOMO: -0.270 Eh
LUMO: -1.66 eV
Kohn-Sham gap: 5.701 eV

=====

Density functional theory data (ωB97M-V/def2-TZVPD) for a structure of composition C4H5N2.

The geometry in ORCA input format:
```
! RIJCOSX wB97M-V def2-TZVPD def2/J DEFGRID3
* xyz 1 1
C -0.433 -1.693 0.391
C -1.167 -0.770 -0.441
C 0.583 -0.906 0.412
C 0.719 0.284 -0.269
N -0.525 0.300 -0.952
N 0.730 1.572 0.711
H -0.610 -2.646 0.855
H -2.105 -0.737 -0.920
H 1.643 0.408 -0.877
H 1.380 2.173 0.366
H -0.215 2.015 0.724
*
```

Results
E_HOMO (spin up / spin down): -0.550 / -0.550 Eh
LUMO (spin up / spin down): -8.45 / -8.44 eV
Kohn-Sham gap (spin up / spin down): 6.521 / 6.522 eV
ΔE to the lowest compared entry with this formula, charge and spin: 5.351 eV

=====

Density functional theory data (ωB97M-V/def2-TZVPD) for a cluster of 2 separate species, C4H11INO in total.

The geometry in ORCA input format:
```
! RIJCOSX wB97M-V def2-TZVPD def2/J DEFGRID3
* xyz 1 1
C 0.106 1.525 -0.516
C 2.207 -1.384 -0.355
C 0.380 0.046 -0.718
C -1.381 -0.876 0.206
N -1.878 -0.011 1.407
O 1.398 -0.316 0.095
I -0.795 -2.824 1.000
H 0.985 2.207 -0.594
H -0.653 1.828 -1.315
H -0.194 1.725 0.449
H 2.099 -2.068 0.454
H 3.309 -1.029 -0.545
H 1.783 -1.624 -1.244
H 0.160 -0.204 -1.764
H -2.139 -0.965 -0.467
H -2.842 -0.122 1.578
H -1.712 0.952 1.162
H -1.348 -0.251 2.294
*
```

Results
E_HOMO: -0.470 Eh
LUMO: -3.51 eV
Kohn-Sham gap: 9.290 eV
ΔE to the lowest compared entry with this formula, charge and spin: 3.475 eV

=====

Density functional theory data (ωB97M-V/def2-TZVPD) for a structure of composition C19H19ClN2O3W.

The geometry in ORCA input format:
```
! RIJCOSX wB97M-V def2-TZVPD def2/J DEFGRID3
* xyz 2 3
Cl -3.466 1.353 -1.712
C 0.736 -1.712 -1.629
C 1.827 -0.930 -1.142
C 1.640 0.385 -1.590
H 2.736 -1.273 -0.622
C 0.410 0.496 -2.301
C -0.101 -0.859 -2.397
H -1.127 -1.013 -2.739
H 0.579 -2.773 -1.380
H 2.343 1.219 -1.503
C -0.128 1.733 -2.925
W -0.313 -0.310 -0.374
C 0.354 -1.552 1.075
C -2.338 -0.350 0.054
O 0.781 -2.293 1.887
O -3.323 -0.416 0.660
H 0.212 2.650 -2.438
H -1.218 1.722 -2.868
H 0.157 1.813 -3.977
C 0.570 2.057 6.015
N 0.899 2.297 4.649
N 0.366 1.510 3.711
C 0.777 2.011 2.486
O 0.311 1.570 1.412
C 1.561 3.138 2.764
C 1.581 3.316 4.102
C 2.208 4.411 4.887
C -0.439 0.353 3.974
C -1.735 0.290 3.463
C -2.533 -0.788 3.827
C -2.031 -1.760 4.688
C -0.736 -1.684 5.196
C 0.089 -0.635 4.804
H -0.521 1.984 6.130
H 1.016 2.946 6.475
H 1.044 1.118 6.310
H 1.975 3.730 1.948
H 1.505 5.012 5.453
H 2.988 4.087 5.567
H 2.659 5.047 4.131
H -2.041 1.073 2.769
H -3.521 -0.895 3.404
H -2.645 -2.615 4.945
H -0.321 -2.430 5.859
H 1.119 -0.501 5.137
*
```

Results
E_HOMO (spin up / spin down): -0.536 / -0.527 Eh
LUMO (spin up / spin down): -8.70 / -10.20 eV
Kohn-Sham gap (spin up / spin down): 5.890 / 4.155 eV

=====

Density functional theory data (ωB97M-V/def2-TZVPD) for a structure of composition C12H18K2N3O9S.

The geometry in ORCA input format:
```
! RIJCOSX wB97M-V def2-TZVPD def2/J DEFGRID3
* xyz 1 1
K -5.744 -5.939 -2.950
K -4.183 -2.485 0.241
O -1.821 -5.922 -1.744
C -2.524 -4.910 -1.165
O -3.771 -5.102 -1.099
O -1.907 -3.923 -0.725
H -0.931 -5.565 -1.868
C -0.711 -1.170 -2.185
N 0.670 -1.380 -1.639
O 1.110 -0.485 -0.947
O 1.253 -2.400 -1.935
H -1.059 -2.120 -2.574
H -0.613 -0.407 -2.949
H -1.311 -0.853 -1.338
C 0.819 -4.970 -7.098
C -0.685 -5.283 -7.092
O -1.018 -5.687 -5.769
S 0.066 -5.097 -4.774
O 0.222 -5.985 -3.695
O -0.233 -3.731 -4.549
O 1.276 -5.222 -5.757
H 1.054 -3.942 -7.379
H 1.403 -5.602 -7.763
H -0.924 -6.073 -7.799
H -1.275 -4.409 -7.373
N 1.404 -6.446 -0.102
C 1.459 -5.156 0.350
C 2.411 -5.094 1.317
C 2.946 -6.393 1.471
C 2.300 -7.204 0.592
H 0.749 -6.772 -0.787
H 0.858 -4.358 -0.055
H 2.680 -4.224 1.891
H 3.746 -6.749 2.097
H 2.423 -8.257 0.401
N -2.823 -8.150 0.128
C -2.273 -7.849 1.340
C -2.488 -8.911 2.171
C -3.231 -9.884 1.434
C -3.427 -9.375 0.182
H -2.717 -7.587 -0.698
H -1.803 -6.894 1.507
H -2.184 -9.017 3.199
H -3.620 -10.806 1.831
H -3.958 -9.735 -0.684
*
```

Results
E_HOMO: -0.341 Eh
LUMO: -4.03 eV
Kohn-Sham gap: 5.263 eV
ΔE to the lowest compared entry with this formula, charge and spin: 0.000 eV

=====

Density functional theory data (ωB97M-V/def2-TZVPD) for a structure of composition C27H38Cl2PSbW.

The geometry in ORCA input format:
```
! RIJCOSX wB97M-V def2-TZVPD def2/J DEFGRID3
* xyz 0 3
W -0.302 -0.059 0.220
Cl -1.682 1.624 -0.607
Cl 0.620 -2.196 -0.248
H -1.639 -1.042 -0.047
H 1.086 0.237 -0.812
P -0.136 -0.057 -3.368
C 0.197 1.694 -3.829
C 1.064 -1.205 -4.135
C -1.904 -0.502 -3.684
C 1.184 2.426 -2.893
H -0.795 2.176 -3.697
C 0.620 1.777 -5.298
H 1.644 1.400 -5.428
H 0.594 2.827 -5.625
H -0.060 1.202 -5.943
H 0.739 2.612 -1.907
H 1.457 3.402 -3.323
H 2.106 1.857 -2.733
H -2.410 0.333 -3.152
C -2.377 -1.805 -3.000
C -2.205 -0.435 -5.184
H -2.120 0.599 -5.552
H -3.234 -0.779 -5.368
H -1.516 -1.079 -5.757
H -1.653 -2.171 -2.256
H -2.580 -2.605 -3.729
H -3.315 -1.619 -2.454
C 2.464 -0.921 -3.548
H 1.044 -0.985 -5.225
C 0.679 -2.675 -3.890
H 2.851 0.064 -3.832
H 3.173 -1.669 -3.927
H 2.436 -0.984 -2.450
H 0.642 -2.888 -2.814
H 1.440 -3.325 -4.341
H -0.286 -2.934 -4.338
C -0.775 4.155 5.350
C 0.268 4.212 4.414
C 0.502 3.115 3.576
C -0.285 1.982 3.748
C -1.373 1.926 4.625
C -1.606 3.036 5.445
Sb 0.078 0.263 2.609
C 2.152 -0.190 2.891
C 3.155 -0.168 1.924
C 4.472 -0.406 2.345
C 4.741 -0.687 3.691
C 3.705 -0.731 4.636
C 2.391 -0.475 4.234
C -1.693 -1.018 2.866
C -1.378 -2.270 3.399
C -2.418 -3.182 3.619
C -3.729 -2.854 3.228
C -4.007 -1.619 2.626
C -2.986 -0.665 2.477
H -0.947 5.004 6.010
H 0.899 5.088 4.324
H 1.291 3.149 2.811
H -2.015 1.041 4.660
H -2.437 2.996 6.143
H 2.939 0.034 0.867
H 5.286 -0.366 1.618
H 5.763 -0.872 4.015
H 3.901 -0.957 5.682
H 1.567 -0.492 4.954
H -0.342 -2.529 3.634
H -2.207 -4.149 4.082
H -4.529 -3.576 3.385
H -5.018 -1.389 2.281
H -3.191 0.298 2.004
*
```

Results
E_HOMO (spin up / spin down): -0.240 / -0.241 Eh
LUMO (spin up / spin down): -0.28 / -0.41 eV
Kohn-Sham gap (spin up / spin down): 6.261 / 6.156 eV

=====

Density functional theory data (ωB97M-V/def2-TZVPD) for a cluster of 4 separate species, C22H47IN4O3 in total.

The geometry in ORCA input format:
```
! RIJCOSX wB97M-V def2-TZVPD def2/J DEFGRID3
* xyz 0 1
N -1.943 0.499 -5.900
C -1.237 1.486 -5.249
C -0.008 1.513 -4.706
I 1.333 -0.019 -4.605
C 0.215 2.851 -4.140
O 1.108 3.241 -3.458
O -0.876 3.646 -4.486
C -1.826 2.839 -5.059
O -2.928 3.196 -5.319
H -1.747 -0.412 -5.493
H -2.942 0.670 -5.820
C 0.443 6.659 -3.866
C 1.575 7.674 -3.880
N 2.032 8.019 -2.547
C 2.885 9.192 -2.508
C 4.238 9.129 -3.227
C 2.445 6.896 -1.722
C 3.545 5.972 -2.259
H -0.371 6.994 -3.221
H 0.047 6.531 -4.874
H 0.777 5.683 -3.521
H 1.220 8.593 -4.354
H 2.386 7.290 -4.521
H 3.050 9.456 -1.460
H 2.311 10.022 -2.933
H 4.954 8.501 -2.699
H 4.669 10.131 -3.283
H 4.140 8.757 -4.247
H 1.562 6.285 -1.521
H 2.745 7.292 -0.749
H 3.353 5.668 -3.288
H 3.581 5.062 -1.657
H 4.532 6.432 -2.215
C 1.276 0.428 -0.754
C 0.475 -0.678 -0.083
N 1.243 -1.895 0.102
C 0.432 -3.050 0.438
C -0.336 -3.035 1.765
C 2.482 -1.744 0.845
C 2.408 -1.146 2.256
H 1.725 0.062 -1.678
H 0.623 1.266 -1.002
H 2.067 0.815 -0.111
H -0.376 -0.927 -0.723
H 0.050 -0.292 0.858
H 1.073 -3.935 0.407
H -0.291 -3.184 -0.373
H 0.325 -3.161 2.622
H -1.047 -3.864 1.784
H -0.905 -2.115 1.899
H 3.158 -1.125 0.250
H 2.963 -2.724 0.892
H 1.807 -0.236 2.281
H 3.412 -0.881 2.592
H 1.997 -1.845 2.983
C -4.279 -9.150 4.750
C -3.065 -8.253 4.935
N -2.959 -7.228 3.914
C -1.664 -6.575 3.877
C -1.232 -5.752 5.097
C -4.117 -6.363 3.772
C -4.595 -5.589 5.007
H -4.305 -9.560 3.740
H -4.236 -9.981 5.455
H -5.215 -8.619 4.930
H -2.165 -8.870 4.871
H -3.083 -7.838 5.956
H -1.629 -5.938 2.989
H -0.913 -7.352 3.706
H -1.783 -4.816 5.176
H -0.174 -5.495 5.007
H -1.356 -6.306 6.027
H -4.949 -6.973 3.411
H -3.909 -5.660 2.962
H -4.676 -6.233 5.884
H -5.588 -5.176 4.816
H -3.940 -4.756 5.255
*
```

Results
E_HOMO: -0.287 Eh
LUMO: -0.86 eV
SMILES: NC1=C(I)C(=O)OC1=O.CCN(CC)CC.CCN(CC)CC.CCN(CC)CC
Kohn-Sham gap: 6.955 eV

=====

Density functional theory data (ωB97M-V/def2-TZVPD) for a structure of composition C5H12EuN.

The geometry in ORCA input format:
```
! RIJCOSX wB97M-V def2-TZVPD def2/J DEFGRID3
* xyz 1 8
C -1.451 -2.145 -1.105
C -0.522 -1.066 -1.917
C 0.697 -0.537 -0.925
C 0.066 0.669 -0.006
C 1.076 1.171 1.207
N 0.177 1.982 2.165
H -2.374 -1.648 -0.576
H -1.751 -3.072 -1.755
H 0.016 -1.565 -2.844
H -1.081 -0.106 -2.287
H 1.092 -1.463 -0.305
H 1.564 -0.066 -1.595
H -0.095 1.621 -0.707
H -1.011 0.420 0.426
H 1.925 1.880 0.766
H 1.627 0.288 1.747
H -0.583 2.441 1.584
H -0.314 1.300 2.814
Eu 0.942 -0.104 3.313
*
```

Results
E_HOMO (spin up / spin down): -0.362 / -0.419 Eh
LUMO (spin up / spin down): -3.57 / -4.59 eV
Kohn-Sham gap (spin up / spin down): 6.280 / 6.806 eV